Below is a structure of composition C4H4N2, with properties calculated with wB97M-V/def2-TZVPD.

```
10
Properties=species:S:1:pos:R:3
C 0.8052 0.8833 -0.0530
C 1.5457 -0.1958 -0.1592
N 0.6198 -1.8382 -0.0476
N -0.5502 -1.8587 0.1455
C -1.5481 -0.2551 0.1684
C -0.8561 0.8481 -0.0010
H 1.0718 1.9455 0.0166
H 2.5495 -0.6054 -0.2590
H -2.5326 -0.7020 0.2957
H -1.1697 1.8916 -0.1317
```

Calculated values
- Kohn-Sham gap (hartree) = 0.332
- HOMO energy (eV) = -8.16

---

Below is a cluster of 2 separate species, C3H10O2 in total, with properties calculated with wB97M-V/def2-TZVPD.

```
15
Properties=species:S:1:pos:R:3
C 0.4538 -0.9345 1.2716
C 0.5811 -0.8549 -0.2602
C 1.6468 0.1138 -0.7382
O -0.7240 -0.4376 -0.7048
H 0.9016 -1.8518 1.6357
H -0.5879 -1.2013 1.4678
H 0.7157 0.0087 1.7255
H 0.8142 -1.8428 -0.6603
H 2.2151 0.5899 0.0628
H 1.2966 0.9762 -1.3191
H 2.3620 -0.2892 -1.4604
H -0.6599 0.1950 -1.4262
O -1.8540 1.7735 0.4199
H -0.9561 1.4847 0.2551
H -2.3676 1.3004 -0.2507
```

Calculated values
- Kohn-Sham gap (hartree) = 0.415
- HOMO energy (eV) = -10.50

---

Below is a cluster of 2 separate species, CH5BS2 in total, with properties calculated with wB97M-V/def2-TZVPD.

```
9
Properties=species:S:1:pos:R:3
C 2.0195 -0.4996 0.6450
B 0.9602 -0.5143 -0.5236
S -0.1595 -0.5615 -1.6779
H 1.8636 0.4489 1.2726
H 3.0816 -0.4423 0.0905
H 2.0215 -1.5409 1.1934
S -3.4795 0.8927 0.2556
H -2.7240 0.4428 -0.6465
H -3.5835 1.7742 -0.6092
```

Calculated values
- Kohn-Sham gap (hartree) = 0.365
- HOMO energy (eV) = -9.61

---

Below is an isolated molecule of C21H29N3O, with properties calculated with wB97M-V/def2-TZVPD.

```
54
Properties=species:S:1:pos:R:3
C -4.4967 5.6227 -1.0921
C -3.3252 4.7280 -1.3672
C -3.0866 4.3082 -2.6878
C -2.0375 3.4888 -3.0356
C -1.7997 3.0511 -4.4476
C -1.1822 3.0656 -2.0051
C -0.0320 2.2357 -1.9678
C 0.3802 2.1701 -0.6586
C 1.5528 1.5935 0.0265
O 2.0438 2.2004 0.9716
N 2.0759 0.4290 -0.4361
C 1.3346 -0.5602 -1.1832
C 0.6982 -1.5885 -0.2300
C 1.5494 -1.7275 1.0530
N 1.3184 -2.9225 1.8393
C 1.5636 -4.1930 1.1859
C 1.6601 -5.2919 2.2425
C 0.3590 -5.3666 3.0332
C 0.0584 -3.9937 3.6235
C 0.0361 -2.9430 2.5161
C 3.0227 -1.5625 0.6690
C 3.2481 -0.1105 0.2358
N -0.4594 2.9401 0.1080
C -1.4206 3.4917 -0.6766
C -2.4903 4.3191 -0.3495
H -4.5663 5.8596 -0.0335
H -4.4028 6.5532 -1.6510
H -5.4234 5.1412 -1.4027
H -3.7642 4.6507 -3.4578
H -1.8368 1.9643 -4.5185
H -2.5482 3.4702 -5.1151
H -0.8137 3.3728 -4.7809
H 0.4479 1.7912 -2.8175
H 2.0364 -1.0527 -1.8627
H 0.5608 -0.0803 -1.7763
H -0.3118 -1.2726 0.0368
H 0.6303 -2.5507 -0.7385
H 1.3029 -0.8901 1.7188
H 2.5027 -4.1354 0.6346
H 0.7578 -4.4574 0.4760
H 2.4829 -5.0565 2.9188
H 1.8712 -6.2473 1.7587
H 0.4369 -6.1130 3.8258
H -0.4558 -5.6646 2.3681
H 0.8370 -3.7293 4.3402
H -0.9021 -3.9995 4.1418
H -0.1451 -1.9565 2.9499
H -0.7921 -3.1685 1.8192
H 3.6561 -1.7990 1.5228
H 3.2785 -2.2426 -0.1447
H 4.1080 -0.0407 -0.4407
H 3.4363 0.5276 1.1025
H -0.2996 3.1088 1.0877
H -2.6550 4.6325 0.6709
```

Calculated values
- Kohn-Sham gap (hartree) = 0.315
- HOMO energy (eV) = -7.82

---

Below is a structure of composition C16H22IrNO2, with properties calculated with wB97M-V/def2-TZVPD.

```
42
Properties=species:S:1:pos:R:3
Ir 0.2735 -0.3433 -0.4764
C -3.2628 -0.6670 0.2936
C -2.0666 -1.2713 -0.3708
C -1.3124 -2.2790 0.2777
C -1.6103 -2.6352 1.7018
C -0.2656 -2.9480 -0.4226
C 0.4360 -4.1170 0.1914
C 0.1141 -2.5128 -1.7237
C 1.2604 -3.1530 -2.4384
C -0.5886 -1.4365 -2.3544
C -0.2402 -1.0607 -3.7705
C -1.6440 -0.7753 -1.6550
C -2.3663 0.3825 -2.2888
H -2.9971 0.2445 0.8392
H -3.7063 -1.3572 1.0053
H -4.0217 -0.4070 -0.4410
H -2.3320 -3.4569 1.7396
H -2.0251 -1.7922 2.2474
H -0.7147 -2.9571 2.2271
H 1.4185 -3.8299 0.5786
H 0.6048 -4.8888 -0.5584
H -0.1341 -4.5546 1.0040
H 0.8842 -3.9370 -3.1040
H 1.9679 -3.6068 -1.7515
H 1.7973 -2.4341 -3.0524
H 0.6748 -0.4667 -3.8223
H -1.0376 -0.5027 -4.2493
H -0.0744 -1.9618 -4.3591
H -3.1816 0.0049 -2.9129
H -1.7094 0.9712 -2.9235
H -2.7995 1.0450 -1.5444
O 2.6673 -0.8581 -0.3004
C 2.5192 -0.4540 0.8500
C 3.4645 -0.2457 1.9845
C 2.5677 0.2664 3.1258
C 1.1386 0.2097 2.6156
O 0.0968 0.3486 3.1681
N 1.2152 -0.1051 1.2074
H 4.2494 0.4524 1.6900
H 3.9575 -1.1923 2.2151
H 2.7811 1.3029 3.3919
H 2.6498 -0.3175 4.0411
```

Calculated values
- multiplicity = 5
- total charge = +2
- Kohn-Sham gap (alpha / beta) (hartree) = 0.330 / 0.170
- HOMO energy (alpha / beta) (eV) = -16.15 / -17.02

---

Below is a cluster of 2 separate species, C4H14NO2 in total, with properties calculated with wB97M-V/def2-TZVPD.

```
21
Properties=species:S:1:pos:R:3
C 0.8643 1.1689 -0.2276
C -0.2038 0.9179 -1.3803
C -1.2241 -0.0716 -0.8002
C -1.7378 0.3496 0.6828
O -1.6707 1.7400 0.8791
N 1.7320 -0.0730 -0.0474
H 0.4266 1.4056 0.7348
H 1.5039 2.0702 -0.2877
H -0.5267 1.9517 -1.5760
H 0.3276 0.4939 -2.2189
H -0.6684 -1.0186 -0.7378
H -2.0873 -0.2527 -1.4436
H -2.7550 -0.0385 0.7050
H -1.1792 -0.2326 1.4245
H -2.3102 1.9492 1.5681
H 1.1848 -0.8196 0.4091
H 2.5446 0.2140 0.5045
H 1.9719 -0.4944 -0.9384
H 1.9095 -3.1271 0.4976
H 0.7575 -3.4421 1.3626
O 1.1404 -2.6907 0.8900
```

Calculated values
- total charge = +1
- Kohn-Sham gap (hartree) = 0.393
- HOMO energy (eV) = -13.97

---

Below is a structure of composition C8H22BrLiO4, with properties calculated with wB97M-V/def2-TZVPD.

```
36
Properties=species:S:1:pos:R:3
Li -4.4069 1.8029 3.0373
Br -0.9027 0.2628 1.0533
C 4.7434 -3.4694 2.8946
C 4.1842 -4.7601 2.2404
C 4.9220 -6.0327 2.6046
O 2.8653 -4.8003 2.7576
H 5.7077 -3.2508 2.4359
H 4.9743 -3.5230 3.9585
H 4.0319 -2.6666 2.7012
H 4.0660 -4.7148 1.1578
H 5.9348 -5.8364 2.2528
H 4.5495 -6.9281 2.1071
H 4.9632 -6.2682 3.6681
H 2.4334 -4.0457 2.3506
C -5.7478 -0.7160 -5.7050
C -5.2845 -0.7561 -4.2161
C -5.9203 -1.9386 -3.4555
O -3.8677 -0.9232 -4.1764
H -5.6271 -1.7052 -6.1467
H -5.3525 0.1049 -6.3032
H -6.8283 -0.5742 -5.7295
H -5.5427 0.1579 -3.6812
H -6.9708 -1.6660 -3.3538
H -5.4667 -2.1250 -2.4820
H -5.7762 -2.9066 -3.9353
H -3.4902 -0.7916 -3.3036
C 1.9290 6.3814 1.0526
C 2.0597 7.5625 2.0026
O 1.2419 7.3826 3.1171
O 0.5907 6.2897 0.7259
H 2.1705 5.4618 1.5856
H 2.6757 6.3386 0.2597
H 1.8623 8.5634 1.6188
H 3.1227 7.5592 2.2439
H 1.8215 7.1623 3.8500
H 0.3348 5.3685 0.8122
```

Calculated values
- Kohn-Sham gap (hartree) = 0.163
- HOMO energy (eV) = -7.24

---

Below is a cluster of 2 separate species, CH5BF4NO3P2S in total, with properties calculated with wB97M-V/def2-TZVPD.

```
18
Properties=species:S:1:pos:R:3
N -1.0624 -0.3829 -2.5315
P -1.2985 -0.0593 -1.0496
O -1.0653 1.5892 -0.7682
C -0.0237 1.9765 -0.0247
O 0.9576 2.5189 -0.4211
O -0.2297 1.6304 1.2968
P 0.5630 2.3818 2.5116
S -0.5497 3.4014 3.6925
H -1.8741 -0.7765 -2.9957
H -0.4162 -0.5985 -0.1205
H -2.5898 -0.2850 -0.5542
H 1.2147 1.2946 3.0874
H 1.5687 3.0828 1.8587
B 0.9662 -3.1658 -0.8082
F 0.9247 -3.9405 0.3713
F 1.9570 -3.6505 -1.6667
F -0.3000 -3.2014 -1.4365
F 1.2574 -1.8151 -0.4416
```

Calculated values
- total charge = -1
- Kohn-Sham gap (hartree) = 0.340
- HOMO energy (eV) = -6.60

---

Below is an isolated molecule of C6H12O, with properties calculated with wB97M-V/def2-TZVPD.

```
19
Properties=species:S:1:pos:R:3
C 1.7481 -0.1543 -1.2359
C 1.0987 0.3368 0.0407
O 0.8213 1.7480 -0.0148
C -0.5814 1.5267 0.1533
C -0.3957 0.0072 0.3169
C -0.6925 -0.5491 1.7211
C -1.1156 -0.8357 -0.7380
H 2.7242 0.3256 -1.3554
H 1.8978 -1.2406 -1.2130
H 1.1434 0.1060 -2.1098
H 1.7513 0.1108 0.8970
H -1.1488 1.8229 -0.7413
H -0.9853 2.0666 1.0202
H 0.1944 -0.5753 2.3671
H -1.0780 -1.5716 1.6680
H -1.4500 0.0543 2.2336
H -0.7352 -1.8641 -0.7442
H -1.0094 -0.4310 -1.7515
H -2.1874 -0.8831 -0.5140
```

Calculated values
- Kohn-Sham gap (hartree) = 0.385
- HOMO energy (eV) = -9.53

---

Below is a cluster of 7 separate species, C62H58N4O29 in total, with properties calculated with wB97M-V/def2-TZVPD.

```
153
Properties=species:S:1:pos:R:3
C 4.6771 0.4096 -4.9212
N 4.6677 -0.4774 -3.7605
C 3.3415 -0.8221 -3.2465
C 3.2163 -0.6098 -1.7464
C 3.5810 0.5706 -1.1761
C 3.5075 0.7507 0.1969
C 3.0345 -0.1999 1.0516
C 2.9873 0.0905 2.5480
C 2.0691 1.2365 2.9779
C 0.6083 0.8261 3.1533
N -0.3558 1.7957 2.8023
O 0.2635 -0.2456 3.6077
C 2.6618 -1.4058 0.4703
C 2.1525 -2.5344 1.3361
O 0.8156 -2.3579 1.7951
C 0.0043 -1.6136 0.9119
C 2.7710 -1.5896 -0.8916
C 2.4121 -2.9098 -1.4730
C 3.3132 -3.9615 -1.4500
C 2.9538 -5.1737 -1.9625
N 1.7991 -5.5022 -2.5556
C 0.9779 -4.4485 -2.5842
C 1.2027 -3.2006 -2.0743
C 4.0424 2.1600 0.4515
O 3.8540 2.9412 1.3509
N 4.8889 2.4303 -0.6819
C 6.1770 1.6913 -0.6965
C 7.3929 2.6105 -0.4089
C 8.2710 2.0912 0.7513
C 8.4290 3.2077 1.8379
C 8.5823 2.5225 3.2035
O 9.1426 3.4136 4.1461
C 8.2533 3.8216 5.1767
C 4.1017 1.8771 -1.7753
O 3.8958 2.4027 -2.8385
H 3.7433 0.9519 -5.0685
H 5.4542 1.1618 -4.7658
H 4.9576 -0.1061 -5.8417
H 5.2683 -0.1415 -3.0281
H 3.2008 -1.8924 -3.4212
H 2.5395 -0.3020 -3.7752
H 4.0104 0.2254 2.8998
H 2.6237 -0.7972 3.0650
H 2.4140 1.5792 3.9575
H 2.1145 2.1027 2.3272
H -0.9148 1.4573 2.0165
H 0.1213 2.6166 2.4447
H 2.2335 -3.5156 0.8702
H 2.7898 -2.5649 2.2218
H -1.0302 -1.7745 1.2194
H 0.1664 -0.5380 0.9799
H 0.0821 -1.9412 -0.1250
H 4.2980 -3.8262 -1.0260
H 3.6824 -5.9767 -1.8900
H 0.0263 -4.6190 -3.0753
H 0.4334 -2.4455 -2.1476
H 6.2194 0.8612 0.0175
H 6.2837 1.2419 -1.6846
H 7.9848 2.6047 -1.3175
H 7.0398 3.6259 -0.2582
H 9.2492 1.7887 0.3814
H 7.8260 1.2397 1.2746
H 7.4931 3.7648 1.8394
H 9.2946 3.8085 1.5725
H 7.6044 2.1330 3.5019
H 9.2297 1.6516 3.0549
H 8.3606 4.9025 5.2878
H 7.2045 3.6348 4.9436
H 8.5586 3.3533 6.1137
O -1.3746 1.7002 0.1721
C -2.1195 2.3623 -0.5341
C -1.6384 3.2463 -1.5775
C -2.5091 3.9587 -2.3069
O -2.1245 4.7801 -3.2732
C -3.9908 3.8721 -2.0736
O -4.7223 4.5587 -2.7589
C -4.4723 2.9666 -1.0418
C -3.6028 2.2528 -0.3154
O -3.9992 1.4111 0.6367
H -0.5702 3.3022 -1.7348
H -2.9431 5.1692 -3.6374
H -5.5407 2.8995 -0.8939
H -3.1929 1.0184 1.0178
O 9.4525 9.4127 -1.6293
C 9.1627 8.2624 -1.8971
C 7.8823 7.8676 -2.4629
C 7.6301 6.5766 -2.7159
O 6.4770 6.1631 -3.2321
C 8.6419 5.5050 -2.4283
O 8.3421 4.3494 -2.6651
C 9.9302 5.9008 -1.8833
C 10.1829 7.1921 -1.6330
O 11.3424 7.6108 -1.1375
H 7.1619 8.6478 -2.6635
H 6.5456 5.1926 -3.3114
H 10.6560 5.1221 -1.6955
H 11.2617 8.5800 -1.0511
O -3.6676 -1.7834 2.6501
C -4.1558 -2.8537 2.3410
C -5.4859 -2.9895 1.7652
C -5.9622 -4.2026 1.4609
O -7.1699 -4.3833 0.9313
C -5.1622 -5.4502 1.6983
O -5.6671 -6.5201 1.4135
C -3.8250 -5.3143 2.2514
C -3.3437 -4.1004 2.5555
O -2.1294 -3.9212 3.0601
H -6.0556 -2.0856 1.5997
H -7.2682 -5.3478 0.8121
H -3.2516 -6.2178 2.4021
H -2.0291 -2.9577 3.1929
O 0.4856 -6.0455 -5.3340
C 1.0701 -5.8059 -6.3669
C 0.4674 -6.0341 -7.6768
C 1.1537 -5.7692 -8.7929
O 0.6469 -5.9586 -10.0099
C 2.5519 -5.2369 -8.7470
O 3.1265 -5.0339 -9.8014
C 3.1498 -4.9858 -7.4476
C 2.4721 -5.2442 -6.3174
O 3.0335 -5.0074 -5.1295
H -0.5418 -6.4203 -7.6985
H 1.3483 -5.6917 -10.6338
H 4.1539 -4.5860 -7.4339
H 2.4400 -5.2431 -4.3726
O -12.2102 -2.9111 5.0076
C -11.7908 -3.1769 3.8964
C -10.6713 -2.4887 3.2726
C -10.2808 -2.8284 2.0375
O -9.2630 -2.2328 1.4215
C -10.9696 -3.9114 1.2595
O -10.5750 -4.1585 0.1351
C -12.0747 -4.6161 1.8927
C -12.4640 -4.2786 3.1285
O -13.4660 -4.8892 3.7553
H -10.1834 -1.7096 3.8406
H -9.1907 -2.6655 0.5494
H -12.5531 -5.4055 1.3304
H -13.5397 -4.4535 4.6257
O -10.1836 0.0453 4.9788
C -10.8820 1.0262 5.1589
C -11.8951 1.1031 6.1971
C -12.6382 2.2101 6.3257
O -13.5773 2.3366 7.2577
C -12.4591 3.3920 5.4167
O -13.1798 4.3581 5.5774
C -11.4285 3.3220 4.3916
C -10.6838 2.2167 4.2656
O -9.7278 2.0997 3.3476
H -12.0162 0.2447 6.8427
H -13.9622 3.2245 7.1307
H -11.2970 4.1845 3.7538
H -9.3461 1.2097 3.4678
```

Calculated values
- Kohn-Sham gap (hartree) = 0.258
- HOMO energy (eV) = -8.98

---

Below is a cluster of 3 separate species, C22H20Cl3N2O9 in total, with properties calculated with wB97M-V/def2-TZVPD.

```
56
Properties=species:S:1:pos:R:3
C 3.4300 4.0764 -0.8937
C 3.2124 2.7170 -0.3074
Cl 4.5867 1.8244 0.2189
C 1.9984 2.1778 -0.1966
Cl 0.6307 3.0540 -0.8128
C 1.6401 0.8616 0.3702
C 1.3172 -0.1686 -0.5389
N 1.3393 0.0586 -1.8917
C 0.9715 -1.4283 -0.0393
C 0.9177 -1.6297 1.3024
N 1.2248 -0.6324 2.1655
Cl 1.0809 -1.0184 3.8081
C 1.6017 0.5954 1.7320
C 1.9541 1.6359 2.7589
C 3.3168 1.2912 3.4041
O 3.9423 2.4501 3.9049
H 2.8094 4.7728 -0.3355
H 3.0839 4.0908 -1.9235
H 4.4682 4.3707 -0.8151
H 1.5193 -0.8306 -2.3508
H 2.1163 0.6692 -2.1304
H 0.7372 -2.2664 -0.6769
H 0.6493 -2.5844 1.7180
H 1.1683 1.7209 3.5075
H 2.0183 2.5913 2.2536
H 3.9200 0.8044 2.6426
H 3.2006 0.5698 4.2093
H 3.9736 2.3702 4.8597
C -2.7411 -4.1663 5.4102
C -1.9871 -3.3172 4.7061
C -2.4721 -2.6984 3.4244
O -1.7228 -1.9245 2.8409
C -3.7857 -3.0543 2.9392
C -4.5500 -3.9071 3.6416
C -4.0760 -4.5116 4.9368
O -4.8252 -5.2606 5.5253
O -5.7566 -4.2728 3.2507
O -0.7548 -2.9606 5.0849
H -2.4024 -4.6166 6.3326
H -4.1150 -2.6148 2.0084
H -6.0933 -4.8886 3.9312
H -0.4392 -2.3134 4.4194
C -1.8054 -0.0076 -6.2406
C -1.0396 0.2041 -5.1666
C -0.4121 1.5358 -4.8822
O 0.2644 1.6353 -3.8685
C -0.6355 2.6178 -5.8174
C -1.4024 2.4155 -6.9007
C -2.0492 1.0833 -7.1760
O -2.7432 0.9786 -8.1649
O -1.6426 3.3599 -7.7943
O -0.7733 -0.7361 -4.2584
H -2.2626 -0.9640 -6.4513
H -0.1663 3.5690 -5.6097
H -2.2215 2.9578 -8.4712
H -0.2187 -0.2863 -3.5931
```

Calculated values
- total charge = +1
- Kohn-Sham gap (hartree) = 0.289
- HOMO energy (eV) = -11.61

---

| no. | E (a.u.) |
| --- | --- |
| 1 | -264.14049 |
| 2 | -270.74954 |
| 3 | -862.31064 |
| 4 | -1057.15999 |
| 5 | -931.74895 |
| 6 | -365.77692 |
| 7 | -3200.40279 |
| 8 | -1827.13792 |
| 9 | -311.01685 |
| 10 | -4798.26438 |
| 11 | -3017.30361 |